Density functional theory data (wB97M-V/def2-TZVPD) for a 2-piece molecular cluster, C3H3NO overall at a distorted geometry.

Element x y z (Å)
C (-0.699, -1.341, -0.587)
C (-2.256, 0.530, -2.520)
C (-0.126, -0.151, 0.051)
N (-1.078, -2.407, -0.784)
O (-1.749, -0.253, -3.144)
H (0.793, 0.128, -0.538)
H (-0.127, -0.512, 1.083)
H (-0.805, 0.751, -0.134)

## Properties
- Gap between HOMO and LUMO: 12.55 eV
- Largest force on an atom: 0.048 Eh/bohr
- HOMO: -0.4314 hartree

Here are the Löwdin charges for atoms 1 to 6, given in e: C -0.3496; C -0.0073; C -0.0805; N 0.1379; O 0.0305; H 0.1005